{
  "formula": "C19H42NO2P3Tb",
  "method": "wB97M-V/def2-TZVPD",
  "species": ["Tb", "P", "P", "P", "O", "O", "N", "C", "C", "C", "C", "C", "C", "C", "C", "C", "C", "C", "C", "C", "C", "C", "C", "C", "C", "C", "H", "H", "H", "H", "H", "H", "H", "H", "H", "H", "H", "H", "H", "H", "H", "H", "H", "H", "H", "H", "H", "H", "H", "H", "H", "H", "H", "H", "H", "H", "H", "H", "H", "H", "H", "H", "H", "H", "H", "H", "H", "H"],
  "xyz": [[-0.052871, 0.059458, 0.666287], [0.558923, -2.531233, -0.013490], [2.704756, -0.222221, 1.567244], [-2.829455, 0.384582, 0.441342], [-0.435590, 1.067541, -2.571801], [-0.180842, 0.003006, 2.795770], [-1.258427, 0.911199, 4.556102], [-0.774666, 1.985110, -6.668878], [0.198128, 2.859134, 1.307123], [4.068216, -0.248719, 0.345567], [-3.146324, 0.464950, -1.355531], [3.184751, 1.199903, 2.602419], [-0.578063, 1.270214, -3.959156], [-1.616928, 2.571683, -5.719052], [0.236076, 0.622433, -4.915414], [-4.101295, -0.835609, 0.916552], [1.480026, -2.058229, -1.554114], [3.206259, -1.571588, 2.693658], [0.755801, 2.661995, 0.077352], [1.540891, -3.959247, 0.532341], [-3.593619, 1.963874, 0.972165], [-0.911192, -3.407865, -0.667163], [-0.299133, 0.123730, 4.077480], [0.565561, -0.561361, 5.066940], [0.148989, 1.013842, -6.261993], [-1.506663, 2.234708, -4.367530], [4.022472, -1.140937, -0.285795], [-2.172679, 2.701386, -3.635946], [-1.383802, 1.028106, 5.550884], [-2.367218, 3.299870, -6.037388], [5.017319, -0.221736, 0.885281], [-0.264284, 0.123036, -2.327997], [1.112278, -2.681401, -2.382023], [0.832009, -1.561279, 4.699049], [-1.425865, -2.814395, -1.439337], [-0.841571, 2.278659, -7.723384], [4.301389, -1.586461, 2.760852], [-4.155207, 0.852347, -1.500669], [-4.979785, -0.745917, 0.257356], [-3.691010, -1.851228, 0.820310], [-3.057923, -0.529977, -1.804778], [0.160481, 2.718702, -0.853218], [1.843480, 2.563563, -0.092262], [-1.613241, -3.574367, 0.164409], [2.551315, -2.270196, -1.397379], [0.777056, 2.827813, 2.234498], [1.294107, -4.822433, -0.095087], [-0.584535, -4.373738, -1.084184], [2.795545, 2.133168, 2.189970], [2.796875, -1.426063, 3.698678], [1.413107, -0.989946, -1.831693], [0.802048, 0.564829, -7.008612], [-2.829218, 2.743541, 1.056980], [2.617059, -3.766324, 0.466303], [-4.414451, -0.688912, 1.960904], [-4.338464, 2.271180, 0.227263], [-2.426110, 1.122671, -1.853296], [1.489030, 0.016559, 5.243521], [-0.847592, 3.162366, 1.439542], [2.795919, 1.097639, 3.619498], [-4.079748, 1.854034, 1.948417], [3.990515, 0.626378, -0.306865], [0.925721, -0.168479, -4.624742], [1.301611, -4.193749, 1.571504], [2.853119, -2.539938, 2.328698], [-1.909338, 1.363565, 3.920087], [0.047852, -0.649335, 6.037480], [4.278421, 1.246137, 2.638941]],
  "forces_ev_per_angstrom": [[0.563, 0.426, 0.495], [0.351, -1.233, -1.138], [1.012, -0.069, 0.127], [-2.022, 0.078, -0.654], [0.509, -1.154, 1.316], [-0.116, 0.020, 1.358], [0.581, -0.548, -0.836], [0.022, -0.053, 0.272], [0.619, 0.124, -0.926], [-0.317, 0.083, -0.143], [0.480, 0.099, -0.225], [-0.120, 0.342, -0.057], [0.208, 0.122, -1.698], [0.190, -0.117, -0.167], [-0.508, 0.563, 0.312], [0.093, -0.488, 0.390], [0.125, -0.028, 0.052], [-0.244, -0.368, 0.011], [-0.431, 0.528, 0.572], [0.310, -0.023, 0.630], [0.394, 0.253, 0.299], [-0.391, 0.274, 0.136], [-1.179, 0.907, -0.214], [0.262, -0.430, 0.292], [-0.334, 0.098, 0.276], [0.042, -0.339, 0.276], [0.106, 0.119, 0.169], [0.306, -0.085, -0.205], [-0.077, 0.033, 0.040], [0.297, -0.224, 0.183], [-0.018, -0.018, -0.158], [-0.233, 0.927, -1.386], [0.163, 0.299, 0.112], [-0.065, 0.315, 0.171], [0.125, -0.239, 0.179], [0.038, -0.168, 0.529], [-0.237, -0.009, 0.009], [-0.022, -0.161, -0.057], [0.341, 0.070, 0.248], [-0.249, 0.216, 0.016], [-0.094, 0.103, 0.007], [0.206, 0.105, 0.528], [-0.544, -0.150, 0.369], [0.161, -0.152, -0.328], [-0.479, 0.107, -0.139], [0.001, 0.107, -0.370], [0.075, 0.205, 0.090], [-0.274, 0.390, 0.048], [0.283, 0.015, 0.031], [0.118, 0.029, -0.266], [-0.008, -0.281, -0.038], [-0.146, -0.020, 0.272], [-0.335, 0.031, -0.100], [-0.225, 0.019, -0.003], [0.103, -0.088, -0.323], [0.157, -0.073, 0.254], [-0.340, -0.121, 0.085], [-0.302, -0.172, -0.166], [0.325, -0.306, -0.260], [0.073, -0.029, -0.142], [0.074, -0.001, -0.191], [0.132, -0.074, 0.044], [-0.003, 0.214, 0.015], [0.007, -0.168, -0.082], [0.205, 0.118, 0.107], [0.187, -0.024, 0.291], [0.252, -0.016, -0.448], [-0.186, 0.091, 0.108]],
  "charge": 3,
  "s_squared": 12.609,
  "homo_ev": [-15.60, -15.60],
  "spin_multiplicity": 7,
  "orbital_gap_ev": [4.40, 5.91],
  "e_tot_ev": -76244.3076
}

***

{
  "formula": "C19H42NO3P3Pb",
  "method": "wB97M-V/def2-TZVPD",
  "species": ["Pb", "P", "P", "P", "O", "O", "O", "N", "C", "C", "C", "C", "C", "C", "C", "C", "C", "C", "C", "C", "C", "C", "C", "C", "C", "C", "C", "H", "H", "H", "H", "H", "H", "H", "H", "H", "H", "H", "H", "H", "H", "H", "H", "H", "H", "H", "H", "H", "H", "H", "H", "H", "H", "H", "H", "H", "H", "H", "H", "H", "H", "H", "H", "H", "H", "H", "H", "H", "H"],
  "xyz": [[-1.574267, -0.445352, -1.068331], [-1.017097, 2.421259, -1.883903], [1.413184, 1.426600, 0.314386], [1.880372, -0.309560, -2.520559], [-2.374810, -2.272942, -2.033776], [-1.758114, -0.556251, 1.438648], [-2.691612, 1.297876, 0.483008], [-2.474872, -0.126181, 3.770400], [-3.474164, -1.105725, -5.336712], [0.692518, 1.962474, 1.918573], [-3.319503, 0.623647, 2.708360], [-2.459293, 2.516505, -3.004635], [-2.570497, -2.161348, -3.335427], [0.232210, -5.127366, -0.394683], [2.658785, 0.261640, 1.002551], [-3.367375, -1.146728, -3.956462], [1.508980, -0.646049, -4.290625], [-1.837357, -3.068563, -4.142956], [-2.810420, -2.068533, -6.113753], [-2.596050, 0.367128, 1.499420], [-1.971222, -3.010523, -5.515824], [0.248637, 3.304757, -2.860041], [0.846163, -4.549392, 0.663641], [-1.487215, 3.662990, -0.615828], [3.477518, 0.599635, -2.754233], [2.580018, -1.956612, -2.077795], [2.522737, 2.883947, 0.062635], [-0.680025, -4.712324, -0.830471], [0.505255, -1.081766, -4.377048], [2.156321, -0.669806, 1.292357], [-1.918809, -0.901758, 3.322184], [3.270980, 1.634965, -3.050665], [0.814676, 2.584788, -3.471793], [3.124345, 0.711775, 1.890244], [-2.915668, -2.054847, -7.188822], [4.083878, 0.128183, -3.539211], [-0.273089, 4.017075, -3.517089], [-2.559104, 3.559101, -3.331594], [-1.945232, 4.489634, -1.166163], [-1.939122, 1.952159, 0.578871], [1.754737, -4.999508, 1.107407], [-3.380207, 2.209796, -2.489583], [2.242509, -1.349618, -4.708165], [3.083961, -2.397464, -2.947731], [-1.420006, -3.730133, -6.132109], [3.294602, -1.856098, -1.252286], [-0.021990, 2.782447, 1.776380], [1.771021, -2.623074, -1.752865], [3.437351, 0.024589, 0.267572], [-2.256703, 3.359054, 0.112079], [1.531331, 0.288382, -4.866203], [1.509489, 2.318580, 2.559294], [0.448328, -3.654442, 1.153025], [4.061217, 0.624403, -1.826593], [-3.365956, 1.703729, 2.897855], [-1.166777, -3.762459, -3.654007], [-4.317931, 0.183693, 2.657763], [-3.867565, -0.388325, -3.342203], [0.199895, 1.120806, 2.422524], [-3.086172, -0.458548, 4.524218], [-1.839358, 0.591526, 4.182072], [3.191564, 2.708656, -0.788442], [0.940042, 3.841000, -2.194644], [3.122346, 3.041156, 0.968856], [-2.312137, 1.876061, -3.886470], [-4.088569, -0.340082, -5.813991], [-0.601159, 4.002172, -0.069821], [1.928048, 3.783290, -0.137749], [0.644437, -6.034697, -0.849664]],
  "forces_ev_per_angstrom": [[1.579, -0.058, -0.956], [-0.638, 0.023, -0.439], [2.004, 0.177, 0.890], [2.815, -1.109, -1.233], [-0.846, 0.581, -1.651], [-2.120, 1.836, -0.346], [-0.070, -1.124, 1.414], [-0.509, 1.274, 0.143], [-0.446, 0.486, 1.219], [-0.872, -0.108, -0.040], [-0.121, -0.642, 1.925], [-0.072, 0.050, -0.071], [0.477, -0.314, 1.312], [0.807, 0.611, 0.886], [-0.316, -0.480, -0.236], [-0.218, 0.504, -0.523], [-1.259, 0.586, -0.106], [0.039, -0.209, -1.377], [0.096, 0.008, -0.328], [3.403, -0.678, -1.639], [0.722, -1.052, 0.551], [0.193, -0.162, 0.080], [-0.157, -0.821, -0.851], [0.067, 0.213, 0.049], [-0.484, 0.888, 0.627], [-0.722, -0.069, 0.984], [-0.452, 0.044, -0.762], [0.180, -0.162, 0.170], [0.198, -0.011, -0.213], [0.239, 0.081, 0.003], [-0.689, 0.658, 0.608], [0.160, -0.151, -0.046], [-0.167, 0.345, 0.122], [-0.089, -0.077, -0.259], [-0.061, -0.014, -0.098], [-0.348, -0.147, 0.132], [0.316, -0.137, 0.184], [-0.207, -0.236, -0.054], [0.173, 0.223, 0.247], [-0.618, -0.396, -0.308], [-0.660, 0.375, -0.308], [0.129, 0.110, -0.129], [-0.076, 0.223, 0.345], [-0.129, 0.302, 0.130], [-0.268, 0.354, 0.172], [-0.183, -0.070, -0.165], [0.133, -0.041, 0.153], [0.289, -0.126, -0.041], [-0.185, 0.078, 0.209], [0.166, 0.485, -0.437], [-0.040, -0.225, 0.097], [-0.168, -0.054, -0.165], [0.048, -0.254, -0.136], [-0.114, -0.059, -0.209], [-0.173, -0.327, 0.299], [-0.130, -0.149, -0.017], [-0.198, 0.160, 0.132], [-0.023, -0.427, -0.164], [0.134, 0.122, -0.054], [0.168, -0.237, 0.111], [-0.222, -0.861, -0.002], [-0.123, 0.108, 0.209], [-0.165, -0.149, -0.315], [-0.182, -0.147, -0.157], [-0.017, 0.202, 0.207], [0.182, -0.249, 0.116], [-0.171, 0.171, -0.161], [0.237, -0.096, 0.072], [-0.248, 0.352, 0.202]],
  "charge": 4,
  "de_lowest_kcal_mol": 82.3,
  "homo_ev": [-18.72, -18.72],
  "spin_multiplicity": 1,
  "orbital_gap_ev": [4.03, 5.22],
  "e_tot_ev": -61086.7913
}

***

{
  "formula": "C19H42NOS",
  "method": "wB97M-V/def2-TZVPD",
  "species": ["S", "O", "N", "C", "C", "C", "C", "C", "C", "C", "C", "C", "C", "C", "C", "C", "C", "C", "C", "C", "C", "C", "H", "H", "H", "H", "H", "H", "H", "H", "H", "H", "H", "H", "H", "H", "H", "H", "H", "H", "H", "H", "H", "H", "H", "H", "H", "H", "H", "H", "H", "H", "H", "H", "H", "H", "H", "H", "H", "H", "H", "H", "H", "H"],
  "xyz": [[-4.730847, 0.673515, 3.771252], [-3.482805, 0.833443, 2.972456], [1.193242, 1.007026, -3.749623], [-0.628588, 1.602448, -5.223474], [-0.012129, -0.079594, 3.168717], [2.382961, -0.286150, 2.099452], [-0.608014, -1.792720, 1.235732], [-1.088145, -0.812494, 0.145904], [0.786982, -0.215777, -4.536948], [3.205344, 1.851206, 0.901150], [-0.860195, -1.242344, 2.646189], [0.070791, -2.379634, -3.259775], [-4.720454, 1.983833, 4.997501], [1.208884, -1.519808, -3.826504], [1.486399, -0.360410, 3.345691], [3.963986, 1.323168, -0.308390], [0.516402, 2.204445, -4.385414], [-0.663346, 0.107844, -4.864151], [3.329866, 0.935791, 2.108104], [-4.426522, -0.674142, 4.918419], [-0.319104, -0.831224, -1.178083], [-0.126731, -2.248627, -1.736492], [-1.901695, -0.904168, 2.654164], [1.767675, -0.255611, 1.193421], [0.152749, 2.841621, -3.584050], [-3.765479, 1.974852, 5.522124], [-3.492611, -0.488481, 5.448663], [0.850422, 0.890485, -2.791875], [-0.894705, -0.232702, -1.892764], [-0.994271, -2.853911, -1.461874], [-0.417278, 0.158408, 4.156895], [2.205274, 1.086152, -3.702227], [1.886026, -1.281351, -2.998642], [-1.183710, -2.717872, 1.147434], [3.430204, 0.498679, -0.792032], [1.255628, 2.750335, -4.963948], [-1.563603, 2.090378, -4.962572], [2.974213, -1.201184, 2.023752], [-0.430558, 1.725391, -6.285589], [2.143987, 1.963259, 0.647291], [-2.125116, -1.058313, -0.099729], [-4.348558, -1.588525, 4.333725], [4.945387, 0.944866, -0.018092], [0.437942, -2.079875, 1.088623], [-1.349063, -0.080524, -4.042467], [-0.860676, -2.158339, -3.784704], [1.873458, 0.371140, 4.061064], [1.321314, -0.126121, -5.485737], [0.292280, -3.426403, -3.467611], [-0.994842, -0.494421, -5.708935], [-0.782438, -2.061290, 3.369436], [0.658781, -0.336763, -1.056075], [-4.846828, 2.925494, 4.467769], [-5.548682, 1.837562, 5.690494], [1.813172, -2.081641, -4.536751], [4.130278, 2.109807, -1.045698], [-1.105475, 0.200991, 0.553409], [3.568594, 2.850721, 1.145427], [-0.167623, 0.825883, 2.571220], [3.164726, 1.515845, 3.017197], [0.732304, -2.706235, -1.238564], [-5.261150, -0.753612, 5.614546], [4.363094, 0.579599, 2.138482], [1.588872, -1.333919, 3.833082]],
  "forces_ev_per_angstrom": [[-0.009, 0.002, 0.011], [0.037, 0.016, -0.063], [-0.167, 0.089, 0.115], [0.120, -0.085, 0.208], [0.124, -0.052, -0.116], [0.040, 0.086, -0.104], [0.100, 0.131, -0.025], [-0.006, -0.070, 0.056], [0.032, -0.145, -0.163], [-0.169, 0.069, -0.145], [-0.221, -0.027, -0.078], [-0.025, -0.002, 0.315], [-0.016, 0.018, 0.032], [-0.163, 0.193, 0.043], [-0.177, -0.009, 0.239], [-0.006, 0.012, -0.189], [-0.081, -0.134, 0.085], [-0.042, -0.006, -0.234], [0.032, -0.214, 0.011], [-0.013, -0.021, 0.031], [0.096, -0.120, -0.115], [0.030, 0.004, -0.192], [0.036, -0.054, 0.161], [-0.036, 0.037, 0.019], [0.079, 0.043, 0.004], [0.006, -0.009, -0.012], [0.004, 0.012, -0.012], [0.081, -0.078, 0.048], [-0.073, 0.084, -0.073], [0.006, 0.018, 0.005], [-0.014, 0.066, -0.070], [0.101, 0.132, 0.062], [0.106, 0.085, -0.103], [0.104, -0.032, -0.043], [0.016, -0.076, 0.020], [-0.010, -0.032, -0.041], [-0.045, 0.025, -0.227], [-0.028, 0.004, -0.035], [-0.054, 0.128, 0.003], [0.018, 0.109, 0.033], [-0.049, 0.091, 0.128], [-0.002, 0.007, -0.009], [0.008, 0.018, -0.018], [0.027, 0.121, 0.053], [0.090, -0.040, 0.176], [-0.006, -0.066, 0.053], [-0.043, -0.132, 0.067], [0.198, 0.052, 0.113], [-0.023, 0.001, -0.050], [-0.056, -0.015, 0.053], [0.025, -0.021, -0.062], [-0.003, -0.082, 0.077], [0.000, -0.006, -0.010], [0.000, 0.009, -0.001], [-0.095, -0.099, -0.002], [-0.048, -0.001, -0.116], [0.032, 0.023, -0.070], [0.079, -0.021, 0.039], [0.039, -0.045, -0.065], [0.005, -0.024, -0.005], [-0.042, -0.036, 0.015], [0.003, -0.010, -0.001], [0.032, 0.105, 0.199], [0.016, -0.027, -0.023]],
  "charge": 1,
  "homo_ev": -10.76,
  "spin_multiplicity": 1,
  "orbital_gap_ev": 8.05,
  "e_tot_ev": -34750.6586
}